[1]
Density functional theory data (wB97M-V/def2-TZVPD) for a molecular structure, C4H12CsO4.

The HOMO energy is -13.40 eV. As for the net charge: +1. For the energy above the lowest of the compared OMol25 structures with the same formula, charge and spin, the calculation gives 47.76 kJ/mol. For the orbital gap, the calculation gives 9.98 eV.

Each line ends with the Mulliken charge.
Element x y z (Å)
Cs -2.123268 -1.008960 0.127885  1.071
C 0.059802 0.867776 -2.886876  -0.072
C -1.390518 0.861147 -3.274822  -0.413
O -2.324403 0.740544 -2.141065  -0.595
O 0.538584 2.187293 -2.705980  -0.504
H 0.629692 0.375796 -3.679196  0.253
H 0.216221 0.279233 -1.973159  0.058
H -1.589381 -0.005072 -3.912365  0.336
H -1.662310 1.754272 -3.834275  0.271
H -3.026944 0.195650 -2.514036  0.336
H 0.914135 2.285427 -1.828304  0.308
C 0.860273 -0.968370 3.561126  -0.360
C 1.174995 -0.019496 2.449970  -0.472
O 0.456995 -0.399206 1.272724  -0.569
O 1.225748 -2.261061 3.084213  -0.538
H -0.219319 -0.927706 3.765783  0.228
H 1.388873 -0.700939 4.477060  0.393
H 2.248953 -0.021376 2.247740  0.273
H 0.890190 1.001955 2.701290  0.331
H 0.435023 -1.363255 1.240763  0.361
H 1.296660 -2.873651 3.821524  0.304

Atoms 1-2, force components in eV/Å:
-0.2556 -0.0089 0.1848
0.2191 0.1413 0.4236

[2]
Density functional theory data (wB97M-V/def2-TZVPD) for 13 unconnected molecules or ions with the total composition C52H66BN6O26.

The HOMO energy is -7.92 eV. As for the net charge: -1. For the orbital gap, the calculation gives 8.76 eV.

Each line ends with the Mulliken charge.
Element x y z (Å)
O 0.881050 1.968151 -1.046516  -0.644
C 0.926015 0.889367 -0.563489  0.454
O 0.381848 -0.264949 -1.037633  0.311
B 0.471634 -1.315753 -0.022329  1.223
O 1.160637 -0.753495 1.175177  -1.187
C 1.452230 0.521592 0.866348  0.200
O 2.079373 1.210327 1.616878  -0.247
O 1.123168 -2.512729 -0.569406  -0.513
C 0.394074 -3.563358 -0.457033  0.253
O 0.751715 -4.675366 -0.778803  -0.766
C -0.951863 -3.107647 0.167396  0.997
O -0.889102 -1.831931 0.432141  -0.108
O -1.889946 -3.828923 0.280879  -0.815
C -0.143998 -3.152905 -4.896515  0.200
C 0.482039 -3.280122 -6.099938  -0.852
C 1.521850 -4.221251 -6.192536  -0.810
C 1.893724 -4.897463 -5.048419  -0.563
C 1.332526 -4.763831 -3.821576  -0.137
C 0.212707 -3.932166 -3.824494  0.227
N 3.194325 -5.701496 -5.141010  1.035
O 3.563231 -6.043876 -6.269093  -0.655
O 3.727458 -5.998600 -4.115693  -0.603
H -0.981154 -2.486623 -4.800722  -0.034
H 0.188819 -2.738637 -6.981953  0.517
H 2.152364 -4.307330 -7.054812  0.503
H 1.651597 -5.277428 -2.902357  0.706
H -0.338175 -3.849026 -2.897632  0.419
C -3.124742 -1.464250 -3.642445  -0.717
C -2.113714 -0.663462 -3.119198  -0.063
C -1.426411 0.153203 -4.055781  -0.445
C -1.893144 0.163064 -5.387817  -0.206
C -3.006679 -0.535190 -5.873570  -0.647
C -3.635335 -1.332316 -4.968397  -0.644
N -1.171513 1.030060 -6.335006  1.090
O -0.204212 1.607809 -5.923873  -0.645
O -1.624595 1.145681 -7.434845  -0.675
H -3.678378 -2.244069 -3.065873  0.378
H -1.747073 -0.684482 -2.123883  0.773
H -0.534878 0.691937 -3.828994  0.820
H -3.381196 -0.505725 -6.865442  0.512
H -4.454459 -1.955831 -5.278159  0.406
C 0.308899 6.215068 0.987363  -0.448
C -0.128080 6.712701 2.184504  -0.201
C -1.416856 7.223589 2.280573  -0.249
C -2.199119 7.149647 1.165870  0.067
C -1.756422 6.676239 -0.108212  -0.513
C -0.478783 6.228370 -0.140403  -0.512
N -3.574593 7.631782 1.192948  0.986
O -3.935019 8.364152 2.124398  -0.609
O -4.324180 7.363876 0.289691  -0.622
H 1.349075 5.791571 0.935077  0.306
H 0.607835 6.726338 3.004083  0.431
H -1.759984 7.733256 3.192525  0.469
H -2.537452 6.632322 -0.905901  0.415
H -0.158496 5.773822 -1.073626  0.454
C -1.471371 2.208404 2.004504  -0.830
C -1.924015 1.000517 2.482181  -0.344
C -2.243745 0.879486 3.807126  -0.664
C -2.201246 2.020643 4.605105  -0.732
C -1.774369 3.246271 4.084074  0.083
C -1.429818 3.361705 2.771334  -0.614
N -2.494926 1.888850 6.055527  1.075
O -2.559979 0.773065 6.469051  -0.636
O -2.731323 2.891641 6.678274  -0.627
H -1.197545 2.293045 0.969473  0.829
H -1.976984 0.123156 1.847077  0.876
H -2.452291 -0.081125 4.274329  0.699
H -1.725337 4.137215 4.769513  0.475
H -0.981300 4.266044 2.396629  0.331
C -0.345693 -8.352251 -3.743945  -0.332
C -0.464247 -7.544425 -2.669584  -0.613
C -1.350692 -6.520161 -2.638408  0.042
C -2.197355 -6.362619 -3.723273  -0.343
C -2.027442 -7.151309 -4.892527  -0.417
C -1.098559 -8.130431 -4.870528  -0.477
N -3.120009 -5.275953 -3.741418  1.177
O -3.496880 -4.938952 -4.878107  -0.623
O -3.515816 -4.820217 -2.672165  -0.616
H 0.300553 -9.246070 -3.744481  0.347
H 0.139998 -7.729956 -1.773655  0.369
H -1.493524 -5.795931 -1.855026  0.675
H -2.656630 -6.941494 -5.769254  0.405
H -0.751677 -8.511160 -5.796465  0.402
C 1.502790 3.801906 5.635293  -0.769
C 1.707945 3.664013 4.252741  0.133
C 2.698992 4.385048 3.642326  -0.119
C 3.581785 5.102596 4.442207  -0.250
C 3.393014 5.232724 5.807577  -0.584
C 2.357473 4.569584 6.421189  -0.642
N 4.645104 5.862950 3.834158  0.995
O 5.191244 6.790889 4.377903  -0.646
O 4.887372 5.560830 2.667215  -0.564
H 0.613075 3.361595 6.073866  0.405
H 0.940346 3.049512 3.784158  0.386
H 2.788434 4.321507 2.583822  0.618
H 4.005846 5.867710 6.419918  0.505
H 2.232773 4.720514 7.484545  0.453
C 1.134139 -3.578143 3.552606  -0.754
C 0.815937 -4.350086 4.829890  -0.319
O -0.471158 -4.893832 4.820211  -0.522
H 0.927535 -4.094923 2.588909  0.177
H 2.221767 -3.424254 3.500962  0.422
H 0.707739 -2.528530 3.518603  0.201
H 0.878332 -3.658866 5.649466  0.259
H 1.498582 -5.225850 4.986991  0.280
H -1.071788 -4.265441 4.362506  0.300
C -5.242429 2.066866 -0.917248  -1.326
C -4.436239 1.334684 0.109135  0.428
O -3.871865 0.132010 -0.347185  -0.034
H -4.500471 2.359063 -1.690701  0.261
H -5.781015 2.998063 -0.668676  0.345
H -5.952407 1.414833 -1.467810  0.314
H -5.053174 1.090138 1.035057  0.209
H -3.628357 1.994099 0.484214  -0.092
H -3.649719 -0.457597 0.399732  -0.130
C 4.728884 3.794703 -0.165911  -0.595
C 3.896890 3.930994 -1.385336  -0.079
O 2.603604 4.439670 -0.990322  -0.441
H 5.758394 3.518128 -0.405888  0.464
H 4.159049 3.221690 0.592073  -0.080
H 4.849104 4.827673 0.280097  0.177
H 3.708911 2.874240 -1.736583  0.035
H 4.420200 4.549119 -2.132157  0.270
H 1.967193 3.723160 -1.208220  0.338
C 5.875554 1.656858 4.864311  -1.314
C 5.213831 1.470520 3.518843  0.523
O 4.373670 0.301177 3.373807  -0.580
H 5.118919 1.601117 5.655604  0.287
H 6.366464 2.604264 4.978378  0.368
H 6.677154 0.944522 4.992021  0.355
H 5.846821 1.482791 2.704590  0.402
H 4.598470 2.368356 3.380391  -0.405
H 3.534275 0.575980 2.968349  0.366
C -5.748026 -2.878870 1.040388  -1.146
C -4.826433 -2.430332 2.208427  -0.312
O -3.575923 -1.933778 1.849797  0.101
H -6.081399 -2.128642 0.314099  0.246
H -6.623427 -3.324061 1.500023  0.404
H -5.297023 -3.628212 0.357701  0.264
H -4.691177 -3.339609 2.798404  0.337
H -5.411394 -1.674352 2.778893  0.346
H -3.256243 -2.681527 1.359909  -0.124
C 4.670360 -1.131096 -2.840444  -1.655
C 3.316467 -1.434293 -2.222769  1.141
O 2.465508 -1.752284 -3.270410  -0.462
H 4.699911 -0.251469 -3.494210  0.362
H 4.997137 -2.019615 -3.402107  0.381
H 5.440995 -0.873309 -2.090450  0.390
H 2.970016 -0.655511 -1.581775  -0.367
H 3.462210 -2.302720 -1.553896  0.071
H 1.613062 -2.050551 -2.897025  0.054

Atoms 1-2, force components in eV/Å:
0.2196 0.4543 -0.6164
-1.0126 -2.1126 1.1316